Entry 1:
Molecular formula: C36H30ClCrN4PS
Method: DFT, ωB97M-V/def2-TZVPD

Summary:
<S²> = 3.904
2S+1 = 4
net charge = +3
E = -3852.1519 hartree
LUMO energy (spin up / spin down) = -11.0 / -9.6 eV

Each line ends with the Mulliken charge.
Geometry (Å):
Cr: 0.726 -0.844 -0.539  -0.193
Cl: -1.105 -2.542 -0.621  -0.134
C: -2.585 -1.655 -0.958  0.791
C: -3.689 -2.313 -1.488  -0.535
C: -4.892 -1.626 -1.612  -0.770
C: -4.999 -0.310 -1.189  -0.956
C: -3.905 0.403 -0.751  -0.838
C: -2.631 -0.273 -0.718  -0.149
P: -1.099 0.600 -0.249  2.280
C: -1.348 1.181 1.429  1.197
C: -0.343 1.914 2.017  -0.374
C: -0.570 2.565 3.251  -0.900
C: -1.791 2.424 3.907  -0.659
C: -2.833 1.728 3.301  -0.711
C: -2.617 1.145 2.040  -0.522
C: -1.063 2.134 -1.163  0.966
C: 0.119 2.837 -1.064  -0.201
C: 0.292 4.106 -1.622  -0.811
C: -0.733 4.642 -2.341  -0.626
C: -1.958 3.987 -2.458  -0.861
C: -2.087 2.674 -1.939  -0.737
H: -3.613 -3.351 -1.739  0.542
H: -5.733 -2.192 -1.955  0.468
H: -5.958 0.218 -1.205  0.441
H: -4.020 1.439 -0.435  0.805
H: 0.640 2.065 1.545  0.140
H: 0.281 3.081 3.700  0.432
H: -2.080 2.963 4.808  0.446
H: -3.796 1.602 3.801  0.462
H: -3.500 0.811 1.526  0.494
H: 1.001 2.533 -0.451  -0.022
H: 1.248 4.636 -1.550  0.432
H: -0.698 5.663 -2.652  0.444
H: -2.774 4.457 -2.973  0.477
H: -2.956 2.121 -2.222  0.716
N: 2.460 -1.862 3.314  -0.104
C: 1.459 -1.911 4.356  0.096
C: 1.781 -1.863 5.730  -0.812
C: 0.761 -2.007 6.628  -0.487
C: -0.546 -2.383 6.288  -0.845
C: -0.882 -2.507 4.963  -0.637
C: 0.138 -2.229 3.969  0.922
S: -0.262 -2.434 2.297  -0.240
N: 0.991 -1.639 1.479  0.390
C: 2.184 -1.454 2.044  0.645
C: 3.218 -0.825 1.161  0.558
C: 4.614 -0.821 1.422  -0.798
C: 5.462 -0.331 0.414  -0.581
C: 4.911 0.322 -0.679  -0.857
C: 3.542 0.310 -0.859  -0.250
N: 2.663 -0.338 0.000  0.541
H: 3.434 -1.726 3.714  0.249
H: 2.784 -1.720 6.118  0.414
H: 1.016 -1.741 7.680  0.363
H: -1.244 -2.596 7.059  0.475
H: -1.832 -2.790 4.534  0.458
H: 4.991 -1.298 2.364  0.353
H: 6.524 -0.417 0.596  0.474
H: 5.528 0.902 -1.367  0.455
H: 3.109 0.778 -1.762  0.329
C: 0.798 -1.466 -6.903  -1.559
C: 0.996 -1.183 -5.447  0.865
C: 1.380 -2.240 -4.597  -0.783
C: 1.374 -2.084 -3.212  -0.512
N: 1.025 -0.904 -2.602  0.349
C: 0.857 0.148 -3.471  -0.006
C: 0.766 0.083 -4.833  -0.921
H: 0.596 -0.601 -7.462  0.416
H: 0.098 -2.261 -7.072  0.381
H: 1.739 -1.834 -7.300  0.421
H: 1.550 -3.205 -5.073  0.472
H: 1.683 -2.911 -2.566  0.490
H: 0.750 1.159 -3.027  0.294
H: 0.653 1.056 -5.330  0.448

=====

Entry 2:
Molecular formula: C4H3F3O2
Method: DFT, ωB97M-V/def2-TZVPD

Summary:
2S+1 = 1
energy relative to the best compared isomer or geometry (same formula, charge and spin) = 3.1270 eV
E = -604.1458 hartree
LUMO energy (spin up / spin down) = -0.1 / -0.1 eV

Each line ends with the Mulliken charge.
Geometry (Å):
C: -0.630 -1.174 0.740  0.629
C: 0.131 1.131 0.421  -0.201
C: -0.263 1.983 -0.604  0.912
C: 0.399 -1.856 0.001  -0.799
O: -1.639 -1.351 1.282  -0.316
O: 0.773 1.114 -0.849  -0.400
F: 0.874 1.573 1.540  -0.285
F: -1.476 1.707 -1.239  -0.247
F: 0.003 3.274 -0.725  -0.230
H: -0.118 -2.646 -0.582  0.301
H: 0.994 -2.543 0.568  0.320
H: 0.952 -1.213 -0.554  0.316

=====

Entry 3:
Molecular formula: C17H24N2O2S
Method: DFT, ωB97M-V/def2-TZVPD

Summary:
2S+1 = 1
energy relative to the best compared isomer or geometry (same formula, charge and spin) = 0.4305 eV
E = -1320.4183 hartree
LUMO energy = 0.7 eV

Each line ends with the Mulliken charge.
Geometry (Å):
C: -0.826 -6.236 -2.972  -1.592
C: -1.641 -5.710 -1.792  0.823
C: -2.182 -4.316 -2.101  -1.411
C: -0.843 -5.745 -0.479  -0.928
C: 0.477 -4.968 -0.469  -0.748
O: 0.368 -3.563 -0.580  -0.356
C: -0.159 -2.921 0.553  -0.051
C: 0.030 -1.436 0.430  0.197
N: -0.398 -0.671 1.379  -0.613
C: -0.190 0.651 1.202  0.338
S: -0.676 1.832 2.365  -0.346
C: -0.037 3.111 1.359  0.533
C: 0.514 2.648 0.207  -0.247
C: 0.432 1.231 0.102  -0.079
C: 0.912 0.374 -0.955  0.246
O: 1.483 0.689 -1.978  -0.723
N: 0.649 -0.976 -0.682  0.084
C: 1.117 3.558 -0.813  -0.465
C: 1.396 4.930 -0.204  -1.044
C: 0.172 5.446 0.559  0.597
C: 0.366 6.891 1.008  -1.694
C: -0.094 4.541 1.768  -0.767
H: -0.372 -7.195 -2.731  0.359
H: -1.471 -6.371 -3.837  0.439
H: -0.042 -5.536 -3.245  0.339
H: -2.497 -6.381 -1.648  0.313
H: -2.784 -4.341 -3.006  0.450
H: -1.367 -3.614 -2.250  0.218
H: -2.808 -3.955 -1.287  0.333
H: -1.480 -5.383 0.331  0.335
H: -0.593 -6.785 -0.254  0.465
H: 1.095 -5.264 -1.318  0.375
H: 1.020 -5.214 0.457  0.371
H: -1.233 -3.120 0.674  0.244
H: 0.346 -3.266 1.469  0.299
H: 0.953 -1.662 -1.365  0.150
H: 2.028 3.108 -1.208  0.392
H: 0.421 3.653 -1.653  0.301
H: 1.664 5.633 -0.994  0.365
H: 2.240 4.860 0.485  0.329
H: -0.695 5.396 -0.108  0.249
H: -0.500 7.237 1.568  0.411
H: 1.244 6.977 1.645  0.349
H: 0.501 7.543 0.149  0.409
H: -1.067 4.768 2.209  0.453
H: 0.662 4.729 2.539  0.299

=====

Entry 4:
Molecular formula: C28H62BN4O11P2Si2
Method: DFT, ωB97M-V/def2-TZVPD

Summary:
<S²> = 3.762
2S+1 = 4
E = -3437.4333 hartree
LUMO energy (spin up / spin down) = 0.3 / 0.1 eV

Each line ends with the Mulliken charge.
Geometry (Å):
N: 2.166 3.899 -4.119  -0.479
C: 1.864 2.785 -4.064  0.544
O: 1.523 1.545 -4.004  -0.401
Si: 0.369 1.091 -2.855  0.147
O: 0.409 -0.537 -2.774  0.163
Si: 0.260 -1.464 -1.406  0.177
O: -1.297 -1.924 -1.191  0.095
B: -2.308 -1.073 -0.744  0.162
O: -2.300 -0.573 0.542  -0.237
O: -3.287 -0.669 -1.608  -0.481
P: 1.665 -3.248 -1.682  0.251
O: 0.962 -3.889 -3.043  -0.492
O: 1.044 -4.294 -0.557  -0.395
P: -1.728 1.633 -3.545  0.807
O: -2.295 0.563 -4.413  -0.661
H: 0.741 1.654 -1.543  -0.090
H: 0.623 -0.647 -0.216  -0.126
H: -1.597 0.060 0.718  0.163
H: -3.790 -1.344 -2.065  0.284
H: 0.586 -3.230 -3.635  0.320
H: 0.515 -3.878 0.130  0.273
H: -1.657 2.900 -4.148  -0.065
H: -2.393 1.877 -2.327  -0.021
C: -1.517 8.170 -2.512  -1.708
C: -2.260 6.899 -2.978  1.988
C: -3.746 7.177 -3.237  -1.380
C: -4.568 7.388 -1.970  -0.486
C: -4.386 6.222 -1.000  -1.189
C: -2.916 5.947 -0.671  1.976
N: -2.154 5.798 -1.958  0.313
O: -2.328 4.646 -2.489  -0.398
C: -2.353 7.076 0.203  -1.927
C: -2.766 4.666 0.144  -2.375
C: -1.598 6.431 -4.271  -2.086
H: -2.197 8.965 -2.205  0.321
H: -0.842 7.961 -1.686  0.308
H: -0.906 8.557 -3.326  0.491
H: -4.164 6.329 -3.789  0.381
H: -3.818 8.049 -3.893  0.369
H: -4.297 8.331 -1.488  0.294
H: -5.623 7.475 -2.235  0.387
H: -4.913 6.419 -0.064  0.403
H: -4.827 5.318 -1.431  0.373
H: -1.278 6.959 0.342  0.399
H: -2.829 7.020 1.182  0.428
H: -2.542 8.071 -0.191  0.415
H: -3.216 3.809 -0.352  0.377
H: -3.270 4.804 1.101  0.467
H: -1.716 4.444 0.335  0.538
H: -0.553 6.166 -4.102  0.508
H: -1.636 7.253 -4.987  0.496
H: -2.108 5.574 -4.703  0.331
C: 3.306 -7.576 -0.806  -1.793
C: 3.938 -7.321 -2.192  2.069
C: 4.539 -8.605 -2.776  -1.452
C: 5.822 -9.057 -2.086  -0.430
C: 6.849 -7.927 -2.058  -1.233
C: 6.304 -6.638 -1.436  1.530
N: 5.015 -6.276 -2.118  0.630
O: 5.211 -5.693 -3.239  -0.639
C: 6.125 -6.817 0.077  -1.771
C: 7.288 -5.491 -1.635  -1.853
C: 2.832 -6.808 -3.106  -1.943
H: 3.609 -8.529 -0.374  0.313
H: 3.553 -6.786 -0.101  0.315
H: 2.220 -7.583 -0.894  0.469
H: 4.750 -8.436 -3.837  0.410
H: 3.778 -9.389 -2.725  0.358
H: 5.612 -9.408 -1.072  0.270
H: 6.239 -9.912 -2.622  0.386
H: 7.738 -8.229 -1.497  0.384
H: 7.175 -7.713 -3.081  0.367
H: 5.623 -5.951 0.510  0.353
H: 7.112 -6.900 0.532  0.448
H: 5.567 -7.709 0.349  0.338
H: 7.543 -5.356 -2.682  0.384
H: 8.200 -5.714 -1.079  0.419
H: 6.871 -4.555 -1.261  0.435
H: 2.431 -5.868 -2.732  0.372
H: 2.026 -7.544 -3.120  0.446
H: 3.175 -6.654 -4.126  0.408
C: -3.866 2.018 5.503  -1.931
C: -3.032 1.285 4.429  2.439
C: -3.220 -0.234 4.525  -1.142
C: -2.530 -0.862 5.732  -0.542
C: -1.052 -0.480 5.772  -1.219
C: -0.821 1.034 5.728  1.561
N: -1.569 1.604 4.555  0.436
O: -0.934 1.443 3.455  -0.598
C: -1.255 1.672 7.052  -1.737
C: 0.661 1.344 5.549  -1.877
C: -3.504 1.768 3.067  -2.072
H: -4.225 1.349 6.285  0.317
H: -3.301 2.819 5.975  0.333
H: -4.738 2.477 5.039  0.503
H: -2.822 -0.690 3.613  0.072
H: -4.292 -0.443 4.540  0.448
H: -3.026 -0.566 6.661  0.301
H: -2.621 -1.948 5.674  0.404
H: -0.579 -0.871 6.677  0.390
H: -0.540 -0.939 4.921  0.361
H: -1.212 2.761 6.990  0.362
H: -0.563 1.351 7.831  0.438
H: -2.254 1.386 7.370  0.342
H: 1.075 0.847 4.676  0.371
H: 1.198 0.998 6.433  0.425
H: 0.822 2.417 5.441  0.447
H: -3.330 2.839 2.943  0.650
H: -4.576 1.585 2.970  0.524
H: -3.012 1.246 2.252  0.056

=====

Entry 5:
Molecular formula: C41H48N3O5P2S3Zn
Method: DFT, ωB97M-V/def2-TZVPD

Summary:
<S²> = 0.755
2S+1 = 2
E = -5788.1523 hartree
LUMO energy (spin up / spin down) = 0.1 / -0.8 eV

Each line ends with the Mulliken charge.
Geometry (Å):
Zn: -1.387 0.523 -0.715  1.126
C: 4.350 -5.067 1.523  -0.848
S: 2.551 -5.010 1.178  -0.027
C: 1.968 -4.244 2.706  -1.210
C: 2.040 -2.735 2.687  0.341
C: 0.891 -2.166 1.848  -1.421
N: 0.561 -0.722 2.004  0.916
P: 1.350 0.400 0.760  -0.416
C: 2.101 1.725 1.700  0.992
C: 2.574 1.492 2.993  -0.071
C: 3.137 2.582 3.682  -0.930
C: 2.995 3.906 3.203  -0.712
C: 2.461 4.080 1.912  -0.506
C: 2.111 2.999 1.155  -0.483
C: 2.711 -0.432 -0.072  1.102
C: 2.656 -0.845 -1.429  -0.536
C: 3.818 -1.389 -2.008  -0.679
C: 4.987 -1.612 -1.292  -0.873
C: 5.008 -1.240 0.055  -0.495
C: 3.896 -0.623 0.666  -0.866
P: -1.234 -0.561 2.065  -0.554
C: -1.670 -1.173 3.703  0.827
C: -2.961 -1.767 3.827  -0.611
C: -3.221 -2.388 5.029  -0.611
C: -2.343 -2.240 6.117  -0.521
C: -1.182 -1.511 5.994  -1.088
C: -0.779 -1.050 4.738  0.146
C: -1.446 1.266 2.130  0.325
C: -1.019 2.004 3.263  -0.519
C: -1.698 3.123 3.756  -0.968
C: -2.986 3.458 3.293  -0.599
C: -3.749 2.662 2.424  -1.033
C: -3.159 1.728 1.553  0.509
H: 4.817 -5.590 0.656  0.326
H: 4.516 -5.702 2.390  0.309
H: 4.832 -4.122 1.645  0.226
H: 2.529 -4.641 3.562  0.467
H: 0.926 -4.554 2.898  0.471
H: 3.013 -2.428 2.284  -0.156
H: 1.999 -2.338 3.719  0.176
H: -0.043 -2.756 2.088  0.740
H: 1.038 -2.457 0.787  0.176
H: 2.429 0.478 3.460  0.228
H: 3.608 2.357 4.633  0.381
H: 3.301 4.777 3.802  0.401
H: 2.309 5.100 1.529  0.395
H: 1.812 3.107 0.099  0.128
H: 1.707 -0.666 -1.947  0.415
H: 3.787 -1.635 -3.072  0.495
H: 5.853 -2.063 -1.759  0.446
H: 5.931 -1.347 0.621  0.466
H: 3.966 -0.323 1.706  0.359
H: -3.709 -1.676 3.036  0.363
H: -4.130 -2.960 5.171  0.396
H: -2.597 -2.678 7.079  0.375
H: -0.556 -1.337 6.824  0.481
H: 0.189 -0.561 4.594  0.200
H: -0.058 1.722 3.721  0.212
H: -1.265 3.709 4.541  0.493
H: -3.422 4.381 3.681  0.352
H: -4.816 2.841 2.349  0.453
H: -3.708 0.828 1.220  0.423
C: -4.974 1.772 -2.018  -1.219
C: -4.418 0.415 -2.042  -0.134
N: -3.177 0.037 -1.687  0.558
C: -3.096 -1.319 -1.911  0.057
C: -4.352 -1.815 -2.313  -0.203
N: -5.126 -0.676 -2.397  0.091
C: -4.791 -3.126 -2.792  0.338
O: -3.854 -4.092 -2.788  -0.567
O: -5.927 -3.322 -3.196  -0.632
C: -1.789 -1.981 -1.586  0.851
O: -1.689 -3.218 -1.689  -0.863
O: -0.796 -1.191 -1.266  -0.033
H: -4.578 2.344 -1.175  0.215
H: -6.077 1.669 -1.979  0.372
H: -4.700 2.381 -2.904  0.222
H: -6.114 -0.738 -2.612  0.273
H: -2.963 -3.801 -2.368  0.475
C: 3.675 1.571 -4.589  -0.998
C: 2.613 2.681 -4.605  -0.421
C: 1.645 2.596 -3.426  -0.622
S: 0.371 1.318 -3.647  0.607
O: 0.897 0.160 -4.471  -0.781
C: -0.834 2.275 -4.693  -0.611
C: -1.358 1.531 -5.935  -0.509
C: -2.076 0.179 -5.712  -0.798
H: 4.304 1.603 -5.516  0.387
H: 3.193 0.565 -4.538  0.137
H: 4.321 1.641 -3.695  0.296
H: 2.055 2.646 -5.549  0.206
H: 3.102 3.672 -4.514  0.408
H: 1.097 3.545 -3.247  0.536
H: 2.190 2.349 -2.508  0.058
H: -0.314 3.193 -4.998  0.443
H: -1.689 2.489 -3.982  0.172
H: -0.572 1.430 -6.700  0.243
H: -2.115 2.250 -6.370  0.367
H: -1.336 -0.563 -5.371  0.253
H: -2.451 -0.178 -6.673  0.411
H: -2.886 0.265 -4.986  0.019
S: -1.146 2.928 -0.232  -0.452
C: -1.858 1.873 0.916  0.944

=====

> Which of these has the highest E?

C4H3F3O2